{
  "formula": "C3H9N5",
  "method": "wB97M-V/def2-TZVPD",
  "energy_ha": -393.3007,
  "homo_lumo_gap_ev": 8.07,
  "e_above_lowest_kcal_mol": 133.6,
  "smiles": "CC(=N/N)/N=C/NN",
  "fmax_ev_per_a": 9.4,
  "elements": ["C", "C", "C", "H", "H", "H", "H", "H", "H", "H", "H", "H", "N", "N", "N", "N", "N"],
  "xyz": [[1.13651, -0.57562, -1.87179], [0.09013, 0.38381, -1.37681], [0.28841, -0.77301, 0.83892], [2.06072, -0.66956, -1.12978], [1.80435, -0.11734, -2.80960], [0.66797, -1.70222, -2.09887], [-1.73988, 2.98285, -1.47149], [-1.59703, 1.64979, -0.12940], [0.69225, -1.78468, 0.43875], [-0.24658, 0.28928, 2.39976], [1.38287, -1.14763, 3.52643], [-0.02846, -2.14863, 3.27340], [-0.61265, 1.36696, -1.98087], [-1.61831, 1.89008, -1.19575], [-0.31144, 0.05038, -0.04184], [0.19279, -0.54827, 2.18316], [0.62297, -1.55386, 2.81513]],
  "forces_ev_per_a": [[2.9, -0.4, -2.5], [-2.4, 0.1, 1.1], [-2.2, 1.5, -4.9], [-2.4, 0.0, -1.0], [-2.3, -1.5, 1.9], [1.4, 3.1, 0.5], [0.4, -3.7, 1.2], [0.4, 0.6, -2.6], [0.0, 1.8, 1.4], [-1.0, 1.6, 1.4], [-2.0, -2.2, -1.5], [-0.8, -0.3, 0.7], [2.3, -2.6, 2.1], [-0.6, 3.0, 0.3], [1.8, -0.2, 2.5], [-1.2, 1.5, -7.6], [5.6, -2.3, 7.2]],
  "mulliken_charge": [-0.90, 0.65, 0.00, 0.29, 0.26, 0.21, 0.25, 0.28, 0.33, 0.21, 0.24, 0.20, -0.48, -0.39, -0.50, -0.02, -0.62]
}

=====

{
  "formula": "C56H50N5O7PS3Ti",
  "method": "wB97M-V/def2-TZVPD",
  "energy_ha": -5349.8920,
  "charge": -2,
  "homo_lumo_gap_ev": 3.81,
  "e_above_lowest_kcal_mol": 21.0,
  "fmax_ev_per_a": 3.6,
  "elements": ["Ti", "O", "C", "O", "C", "C", "C", "C", "C", "C", "N", "C", "C", "C", "C", "C", "C", "N", "H", "H", "H", "H", "H", "H", "H", "H", "H", "H", "S", "C", "S", "S", "C", "O", "C", "C", "C", "C", "C", "C", "N", "C", "N", "C", "C", "C", "C", "C", "C", "O", "C", "N", "C", "C", "C", "C", "C", "C", "O", "C", "H", "H", "H", "H", "H", "H", "H", "H", "H", "H", "H", "H", "H", "H", "H", "H", "H", "H", "H", "H", "H", "H", "C", "C", "C", "C", "C", "C", "P", "C", "C", "C", "C", "C", "C", "C", "C", "C", "C", "C", "C", "H", "H", "H", "H", "H", "H", "H", "H", "H", "H", "H", "H", "H", "H", "H", "C", "C", "O", "O", "H", "H", "H"],
  "xyz": [[0.31262, 1.44759, -0.11490], [-6.96899, 2.03501, 1.85558], [-6.28079, 3.21039, 1.82709], [-6.86957, 4.24743, 2.06362], [-4.86423, 3.12368, 1.50149], [-4.19917, 4.27729, 1.06757], [-2.88260, 4.23624, 0.69853], [-2.14471, 3.02774, 0.74928], [-2.80990, 1.87777, 1.22354], [-4.12709, 1.93119, 1.59003], [-0.84091, 2.96873, 0.37739], [-0.10895, 4.13054, 0.40031], [1.03959, 4.19000, -0.34901], [1.96124, 5.28140, -0.30652], [3.04858, 5.28202, -1.12021], [3.22259, 4.20025, -2.01196], [2.32343, 3.15638, -1.97749], [1.26314, 3.09534, -1.17425], [-6.41749, 1.31726, 1.51099], [-4.76652, 5.19551, 1.00338], [-2.40277, 5.12838, 0.31739], [-2.24776, 0.95218, 1.29272], [-4.59015, 1.03984, 1.99444], [-0.40670, 4.95769, 1.04108], [1.77038, 6.07455, 0.40256], [3.77189, 6.08874, -1.08893], [4.06527, 4.18185, -2.68449], [2.46342, 2.30557, -2.63840], [-4.01719, -2.61932, -1.20717], [-3.28231, -1.11438, -1.00886], [-1.68429, -1.03807, -0.44542], [-4.12216, 0.29926, -1.38089], [3.08915, 0.49999, -6.86275], [2.84187, 0.22774, -5.51558], [3.17830, -1.02730, -5.02655], [3.98174, -1.92881, -5.68137], [4.24136, -3.18130, -5.11388], [3.66704, -3.50426, -3.89569], [2.86065, -2.60747, -3.22723], [2.61117, -1.33491, -3.76022], [1.84780, -0.35022, -3.19145], [1.12316, -0.25557, -2.01884], [1.58258, -0.81829, -0.81220], [2.63529, -0.09641, -0.18197], [2.35921, 1.20778, 0.21259], [3.40132, 1.93553, 0.77914], [4.65230, 1.37008, 0.96988], [4.90470, 0.05963, 0.58764], [3.89220, -0.68559, 0.00191], [4.00690, -1.99756, -0.42093], [5.24231, -2.62986, -0.28310], [0.18016, 0.67785, -1.89994], [-0.70190, 0.97639, -2.91835], [-1.34525, 2.21852, -2.92201], [-2.29441, 2.54295, -3.86955], [-2.65365, 1.62359, -4.83429], [-2.05855, 0.37127, -4.84210], [-1.09029, 0.03638, -3.91181], [-0.45886, -1.18046, -3.88426], [-0.95502, -2.21836, -4.68128], [2.58184, 1.44087, -7.07229], [2.68751, -0.27734, -7.52226], [4.15989, 0.61908, -7.06569], [4.42137, -1.67306, -6.63512], [4.88214, -3.88518, -5.62509], [3.84319, -4.47746, -3.45861], [2.40200, -2.90337, -2.30079], [1.60386, 0.37338, -3.86259], [1.81286, -1.80358, -0.88419], [3.24355, 2.97273, 1.06284], [5.44418, 1.94870, 1.43222], [5.88946, -0.36058, 0.74250], [5.09442, -3.65468, -0.62511], [5.57742, -2.63696, 0.75995], [6.00849, -2.15723, -0.91142], [-1.07549, 2.93553, -2.15563], [-2.76873, 3.51212, -3.84287], [-3.40582, 1.86085, -5.57200], [-2.38082, -0.35614, -5.57067], [-0.34078, -3.08823, -4.45038], [-0.85707, -1.99208, -5.75099], [-1.99974, -2.43623, -4.44605], [-5.13882, -4.07068, 2.96958], [-3.91316, -4.60214, 3.33432], [-2.75312, -3.86070, 3.18816], [-2.81468, -2.56007, 2.70139], [-4.04422, -2.05332, 2.29627], [-5.19891, -2.80032, 2.42248], [-1.41412, -1.35709, 2.62552], [-0.00595, -2.52127, 2.70931], [0.74139, -2.80161, 3.84628], [1.84007, -3.63747, 3.76671], [2.21836, -4.18149, 2.55096], [1.48954, -3.89019, 1.40956], [0.38048, -3.06951, 1.48791], [-1.61705, -0.84913, 4.39844], [-1.80764, -1.69727, 5.48462], [-2.01389, -1.18087, 6.75067], [-2.04322, 0.19004, 6.94882], [-1.88390, 1.04475, 5.87206], [-1.67732, 0.52395, 4.60737], [-6.04625, -4.64811, 3.09607], [-3.86579, -5.60529, 3.74048], [-1.79676, -4.29812, 3.44784], [-4.07590, -1.06823, 1.85228], [-6.14361, -2.39661, 2.08607], [0.49122, -2.34099, 4.79000], [2.41587, -3.85873, 4.65779], [3.08427, -4.82930, 2.49262], [1.79759, -4.30178, 0.45601], [-0.19504, -2.83169, 0.60271], [-1.81438, -2.76776, 5.34209], [-2.14762, -1.84890, 7.59272], [-2.20860, 0.59024, 7.93978], [-1.91922, 2.11802, 6.01476], [-1.57242, 1.18333, 3.75593], [1.04625, 2.33567, 3.10530], [0.92236, 0.87328, 2.63513], [1.46129, -0.00343, 3.29224], [0.20719, 0.67274, 1.59027], [0.52516, 2.43133, 4.05664], [0.61962, 3.02161, 2.37603], [2.09802, 2.56662, 3.25674]],
  "forces_ev_per_a": [[-1.0, 1.3, 0.9], [0.0, 0.2, 0.0], [-0.8, 0.2, 0.2], [0.1, -0.5, -0.1], [1.0, -0.1, -0.2], [-0.6, -0.3, 0.1], [0.7, -0.2, -0.2], [-1.8, -0.1, 0.8], [0.8, 0.3, -0.1], [-0.5, 0.5, 0.1], [0.9, -0.5, -0.6], [0.8, 1.0, -0.2], [-1.1, 0.1, 0.4], [0.7, 0.3, -0.2], [-0.6, 0.3, 0.6], [-0.2, -0.8, -0.5], [0.9, 0.4, -0.7], [-0.5, -0.2, 0.7], [0.0, 0.1, -0.1], [0.0, 0.1, 0.0], [0.0, 0.0, 0.0], [-0.2, 0.0, 0.0], [0.1, -0.1, -0.1], [0.1, -0.2, 0.0], [0.0, 0.1, 0.0], [0.0, 0.0, 0.0], [0.0, -0.1, -0.1], [0.1, 0.0, 0.1], [0.0, -0.8, -0.1], [-0.7, 0.0, -0.4], [1.2, 0.1, 0.1], [-0.3, 0.8, -0.1], [0.1, 0.2, -0.5], [0.1, -0.8, 0.7], [-0.5, 0.6, 0.3], [0.2, -0.4, -0.1], [-0.2, 0.3, 0.1], [0.4, -0.3, -0.4], [-0.4, 0.9, -0.1], [0.6, -1.0, -0.3], [-0.9, 0.8, 0.6], [0.1, 1.5, -0.4], [0.0, -0.4, -0.4], [0.8, 0.5, 0.2], [0.6, -0.7, 0.0], [0.1, 0.3, 0.0], [-0.2, 0.2, 0.0], [0.1, -0.3, 0.0], [-0.2, -0.1, -0.1], [-0.4, 0.6, 0.1], [0.3, -0.1, 0.0], [1.6, -3.0, -1.4], [-0.9, 0.7, -1.5], [0.4, -0.1, 0.1], [-0.1, 0.1, -0.1], [0.2, -0.1, 0.1], [-0.1, -0.1, -0.2], [0.4, -0.2, 0.6], [-0.2, 0.7, 0.1], [-0.3, -0.4, -0.2], [0.1, 0.0, 0.0], [0.0, 0.0, 0.1], [0.0, 0.0, 0.0], [0.0, 0.0, 0.0], [0.0, 0.0, 0.0], [0.0, 0.0, 0.0], [0.0, 0.0, 0.1], [-0.1, -0.1, 0.1], [-0.3, 0.1, 0.1], [0.0, 0.0, 0.0], [0.0, 0.0, 0.0], [0.0, -0.1, 0.0], [0.1, 0.0, 0.1], [0.0, 0.0, 0.0], [0.0, 0.0, 0.1], [0.0, -0.1, 0.0], [0.0, 0.1, 0.1], [-0.1, 0.0, 0.0], [0.0, -0.1, 0.0], [-0.1, 0.0, 0.0], [0.0, 0.0, 0.0], [0.0, 0.0, 0.1], [-0.1, 0.0, 0.0], [0.0, -0.2, 0.1], [0.0, 0.0, -0.1], [0.1, 0.1, -0.3], [0.1, 0.0, 0.0], [-0.2, 0.0, 0.1], [-0.8, -0.5, 0.8], [0.0, 0.1, 0.0], [0.0, 0.0, -0.1], [0.1, -0.1, 0.1], [0.2, -0.1, 0.0], [0.1, -0.1, 0.0], [0.0, -0.1, 0.0], [0.1, 0.0, -0.1], [0.0, 0.1, 0.1], [0.0, -0.1, 0.1], [-0.1, 0.2, 0.1], [0.0, 0.2, 0.2], [0.1, -0.1, 0.0], [0.0, -0.1, 0.0], [0.0, -0.1, 0.0], [0.0, 0.0, 0.0], [0.0, 0.1, -0.1], [0.0, 0.0, -0.1], [0.0, 0.0, 0.0], [0.0, 0.0, 0.0], [0.1, 0.0, 0.0], [0.0, -0.1, -0.1], [-0.1, 0.0, -0.1], [0.0, -0.1, 0.0], [0.0, 0.0, 0.0], [0.0, 0.0, 0.1], [0.0, 0.0, 0.0], [0.0, 0.1, 0.0], [-0.1, -0.4, -0.3], [1.1, 0.7, 1.9], [-0.2, 0.2, -0.3], [-0.4, -0.5, -0.3], [0.0, 0.0, 0.1], [0.0, 0.1, 0.2], [0.1, 0.0, 0.1]],
  "mulliken_charge": [-1.06, -0.51, 0.71, -0.67, 0.78, -1.36, -0.04, -0.78, -0.01, -0.82, 1.57, -1.52, 0.33, -1.25, -0.49, -1.10, 0.22, 0.99, 0.38, 0.40, 0.54, 0.15, 0.60, 0.31, 0.46, 0.37, 0.47, 0.13, -0.48, -0.02, -0.06, -0.43, -1.08, -0.28, 0.57, -0.49, -0.80, -0.97, -0.69, 0.10, 0.64, -1.73, 0.95, -0.36, 0.61, 0.25, -1.42, -0.53, 0.50, 0.10, -1.25, 1.32, -0.01, -0.17, -1.22, -0.73, -0.51, 0.70, 0.33, -1.15, 0.27, 0.43, 0.33, 0.42, 0.40, 0.43, 0.75, 0.68, -0.03, 0.47, 0.39, 0.46, 0.21, 0.40, 0.41, 0.00, 0.41, 0.37, 0.47, 0.24, 0.33, 0.33, -0.66, -0.74, -0.92, 0.77, -0.49, -0.39, 0.86, 0.52, -0.79, -0.81, -0.77, -0.43, -0.59, 0.08, -0.28, -0.81, -0.64, -1.04, -0.22, 0.35, 0.38, 0.43, 0.06, 0.42, 0.51, 0.32, 0.37, 0.33, 0.65, 0.47, 0.39, 0.36, 0.46, 0.51, -1.30, 0.87, -0.61, 0.98, 0.34, 0.02, 0.38]
}

=====

Please write out number 1 again, unchanged.
{
  "formula": "C3H9N5",
  "method": "wB97M-V/def2-TZVPD",
  "energy_ha": -393.3007,
  "homo_lumo_gap_ev": 8.07,
  "e_above_lowest_kcal_mol": 133.6,
  "smiles": "CC(=N/N)/N=C/NN",
  "fmax_ev_per_a": 9.4,
  "elements": ["C", "C", "C", "H", "H", "H", "H", "H", "H", "H", "H", "H", "N", "N", "N", "N", "N"],
  "xyz": [[1.13651, -0.57562, -1.87179], [0.09013, 0.38381, -1.37681], [0.28841, -0.77301, 0.83892], [2.06072, -0.66956, -1.12978], [1.80435, -0.11734, -2.80960], [0.66797, -1.70222, -2.09887], [-1.73988, 2.98285, -1.47149], [-1.59703, 1.64979, -0.12940], [0.69225, -1.78468, 0.43875], [-0.24658, 0.28928, 2.39976], [1.38287, -1.14763, 3.52643], [-0.02846, -2.14863, 3.27340], [-0.61265, 1.36696, -1.98087], [-1.61831, 1.89008, -1.19575], [-0.31144, 0.05038, -0.04184], [0.19279, -0.54827, 2.18316], [0.62297, -1.55386, 2.81513]],
  "forces_ev_per_a": [[2.9, -0.4, -2.5], [-2.4, 0.1, 1.1], [-2.2, 1.5, -4.9], [-2.4, 0.0, -1.0], [-2.3, -1.5, 1.9], [1.4, 3.1, 0.5], [0.4, -3.7, 1.2], [0.4, 0.6, -2.6], [0.0, 1.8, 1.4], [-1.0, 1.6, 1.4], [-2.0, -2.2, -1.5], [-0.8, -0.3, 0.7], [2.3, -2.6, 2.1], [-0.6, 3.0, 0.3], [1.8, -0.2, 2.5], [-1.2, 1.5, -7.6], [5.6, -2.3, 7.2]],
  "mulliken_charge": [-0.90, 0.65, 0.00, 0.29, 0.26, 0.21, 0.25, 0.28, 0.33, 0.21, 0.24, 0.20, -0.48, -0.39, -0.50, -0.02, -0.62]
}